This record from the OMol25 dataset describes one molecule with the formula C3H10N2O2Si in a non-equilibrium geometry. The level of theory is the ωB97M-V functional and the def2-TZVPD basis.

Atoms and positions in Å:
N 2.6953 -0.3189 0.6170
C 1.7757 0.4629 -0.3100
C 0.3393 0.0288 -0.2914
N -0.0306 -1.3089 -0.4018
C -0.5802 0.9715 -0.1268
O -0.2803 2.3320 0.1884
O -1.8611 0.6803 -0.0006
Si -2.7769 -0.6580 0.1649
H 3.6561 -0.4119 0.3670
H 2.6423 0.0022 1.5689
H 2.2982 0.1749 -1.3628
H 1.9240 1.5948 -0.2091
H 0.7609 -1.7132 -0.8793
H -0.0691 -1.8008 0.4776
H -0.9476 2.7093 -0.3461
H -4.0100 0.1993 0.7961
H -2.8565 -1.0746 -1.1846
H -2.6797 -1.8700 0.9327

Calculated values
ΔE to the lowest compared entry with this formula, charge and spin	257.5	kJ/mol
HOMO	-8.21	eV
net charge	0
structure (SMILES)	NC/C(N)=C(\O)O[SiH3]
multiplicity	1
HOMO-LUMO gap	8.9	eV
energy	-18224.3690	eV
molar mass	134.2	g mol⁻¹

This record from the OMol25 dataset describes a 2-piece molecular cluster, C3H10N2O2Si overall in a non-equilibrium geometry. The level of theory is the ωB97M-V functional and the def2-TZVPD basis.

Atoms and positions in Å:
C 3.6483 -0.1418 0.3435
C -0.2959 0.5946 -1.0185
C -0.5774 -0.2500 0.1886
N -0.0013 1.9568 -0.5179
N -1.6792 0.5139 0.9128
O 4.0718 -1.0651 -0.1784
O 3.2293 0.7930 0.8525
Si -0.7689 -2.0637 0.1374
H 0.5298 0.1530 -1.5892
H -1.1549 0.7139 -1.7043
H 0.8514 1.9146 0.0357
H 0.1721 2.5915 -1.2918
H -2.6114 0.4424 0.4882
H -1.7170 0.2044 1.8811
H -1.3309 1.4837 0.8079
H -1.1217 -2.3946 1.5413
H -1.7753 -2.8136 -0.6601
H 0.5311 -2.6327 -0.2289

Calculated values
ΔE to the lowest compared entry with this formula, charge and spin	288.5	kJ/mol
HOMO	-6.74	eV
net charge	0
multiplicity	1
HOMO-LUMO gap	7.3	eV
energy	-18224.0480	eV
molar mass	134.2	g mol⁻¹

This record from the OMol25 dataset describes a 2-piece molecular cluster, C3H10N2O3 overall in a non-equilibrium geometry. The level of theory is the ωB97M-V functional and the def2-TZVPD basis.

Atoms and positions in Å:
N -0.8450 0.6789 -1.9585
C 0.1108 0.0912 -1.0875
C -0.1104 0.2709 0.4394
O -1.0828 0.9096 0.7690
N 0.9581 -0.0792 1.2848
C 2.3184 -0.3703 0.8555
O 2.3587 -1.6377 0.2077
H -1.2018 1.5330 -1.5228
H -1.6271 0.0969 -2.2079
H 1.1122 0.4926 -1.2739
H 0.2407 -0.9966 -1.2320
H 0.8066 0.0571 2.2764
H 2.7756 0.4192 0.2321
H 2.8071 -0.5869 1.7879
H 1.8659 -1.7686 -0.5939
O -3.7686 0.2429 0.3741
H -3.8918 0.1662 1.3255
H -2.8267 0.4808 0.3240

Calculated values
ΔE to the lowest compared entry with this formula, charge and spin	106.9	kJ/mol
HOMO	-9.80	eV
net charge	0
structure (SMILES)	NCC(=O)NCO.O
multiplicity	1
HOMO-LUMO gap	10.4	eV
energy	-12395.6273	eV
molar mass	122.1	g mol⁻¹

This record from the OMol25 dataset describes a 2-piece molecular cluster, C3H10N2O3 overall in a non-equilibrium geometry. The level of theory is the ωB97M-V functional and the def2-TZVPD basis.

Atoms and positions in Å:
N 2.4950 0.2730 0.2449
C 1.3469 -0.2653 -0.2041
O 1.3493 -1.2875 -0.8862
C 0.0255 0.2892 0.2711
N 0.1745 1.5735 0.9826
C -0.9739 0.4004 -0.8696
O -2.2456 0.5864 -0.2686
H 3.3466 -0.2262 0.1139
H 2.4598 1.1835 0.6675
H -0.2652 -0.4360 1.0193
H 0.1198 1.4764 1.9847
H -0.5911 2.1579 0.6976
H -0.8887 -0.5193 -1.3951
H -0.7071 1.2356 -1.5186
H -2.8403 1.0285 -0.8837
O -1.0657 -2.7759 0.1047
H -0.5265 -2.7059 -0.6822
H -1.2134 -1.9884 0.6217

Calculated values
ΔE to the lowest compared entry with this formula, charge and spin	67.5	kJ/mol
HOMO	-9.57	eV
net charge	0
structure (SMILES)	NC(=O)[C@@H](N)CO.O
multiplicity	1
HOMO-LUMO gap	10.2	eV
energy	-12396.0357	eV
molar mass	122.1	g mol⁻¹

This record from the OMol25 dataset describes a 4-piece molecular cluster, C3H10N2O3 overall in a non-equilibrium geometry. The level of theory is the ωB97M-V functional and the def2-TZVPD basis.

Atoms and positions in Å:
C -1.5077 0.2672 -1.1418
C -1.1957 0.5538 0.1636
N -1.2936 -0.6324 0.8745
C -1.7791 -1.5589 0.0003
N -1.8513 -1.0806 -1.1983
H -1.4584 0.7227 -2.1106
H -1.0035 1.4051 0.7878
H -1.3031 -0.6704 1.8743
H -2.1038 -2.5229 0.3571
O 1.2234 0.9652 2.0850
H 1.4331 1.3949 1.2514
H 0.9663 0.1028 1.6947
O 3.0038 -0.1738 0.3928
H 2.8999 -0.2106 -0.5737
H 3.5624 -0.9526 0.5305
O 1.2918 1.0915 -1.5058
H 0.6231 0.4598 -1.2029
H 0.9665 1.6022 -2.2271

Calculated values
ΔE to the lowest compared entry with this formula, charge and spin	130.3	kJ/mol
HOMO	-9.39	eV
net charge	0
structure (SMILES)	c1c[nH]cn1.O.O.O
multiplicity	1
HOMO-LUMO gap	10.0	eV
energy	-12395.3845	eV
molar mass	122.1	g mol⁻¹

This record from the OMol25 dataset describes an isolated ion of composition C3H10N2O3P and charge +1 in a non-equilibrium geometry. The level of theory is the ωB97M-V functional and the def2-TZVPD basis.

Atoms and positions in Å:
C 1.1785 2.5681 -0.3247
O 0.2884 1.4521 0.0083
P 0.4160 -0.0623 -0.4409
O 0.8449 -0.5036 -1.9099
O 1.0117 -0.8061 0.7847
C 1.3946 -2.1588 0.6809
C -1.3043 -0.3202 -0.1330
N -2.2192 -0.0476 -1.0226
N -1.6960 -0.5556 1.1030
H 1.7144 2.4433 -1.2618
H 1.9107 2.7170 0.5702
H 0.6053 3.6057 -0.4673
H 1.1078 -2.4847 1.6962
H 2.4217 -2.1379 0.4174
H 0.8134 -2.5693 -0.1246
H -3.1402 -0.2759 -0.8168
H -1.9398 0.1056 -2.0280
H -2.5383 -0.2813 1.5432
H -0.8697 -0.6884 1.7258

Calculated values
ΔE to the lowest compared entry with this formula, charge and spin	0.0	kJ/mol
HOMO	-14.96	eV
net charge	+1
structure (SMILES)	COP(=O)(OC)C(N)=[NH2+]
multiplicity	1
HOMO-LUMO gap	10.7	eV
energy	-21678.9207	eV
molar mass	153.1	g mol⁻¹

This record from the OMol25 dataset describes C3H10N2OP as an isolated structure in a non-equilibrium geometry. The level of theory is the ωB97M-V functional and the def2-TZVPD basis.

Atoms and positions in Å:
C 0.7295 0.3335 -1.0322
C 0.6512 -0.5889 1.5421
C -1.6019 -1.2104 0.0407
N 0.8895 1.5379 -1.6244
N 1.4127 -0.6420 -0.7756
O -1.0984 2.1532 1.0566
P -0.4349 0.0693 0.3024
H -2.0101 2.2842 0.5660
H 1.5966 0.0462 1.3899
H 0.4173 -0.3517 2.5180
H 0.7305 -1.6597 1.3438
H -2.4696 -1.1378 -0.5849
H -0.8722 -1.9234 -0.5108
H -1.8460 -1.7637 0.9566
H -0.0232 1.9431 -1.7442
H 1.7120 1.8181 -2.1412
H 2.2171 -0.9079 -1.3027

Calculated values
ΔE to the lowest compared entry with this formula, charge and spin	517.0	kJ/mol
HOMO (spin up / spin down)	-14.71 / -14.71	eV
net charge	+1
multiplicity	1
HOMO-LUMO gap (spin up / spin down)	9.3 / 9.3	eV
energy	-17579.4768	eV
molar mass	121.1	g mol⁻¹

This record from the OMol25 dataset describes an isolated ion of composition C3H10N2P and charge +1 in a non-equilibrium geometry. The level of theory is the ωB97M-V functional and the def2-TZVPD basis.

Atoms and positions in Å:
C -0.9933 -3.3844 -0.4040
C -0.3546 -2.1680 0.0618
N 0.0823 -1.0906 0.1182
P 0.0932 1.0672 0.2398
C 0.0480 2.8055 0.5175
N 1.6471 0.9436 -0.3208
H -0.5164 -4.3837 -0.0305
H -1.1053 -3.4372 -1.5052
H -1.9154 -3.2216 0.1302
H -0.3844 0.5669 1.4279
H -1.0122 0.9764 -0.7438
H 0.7465 2.9799 1.3959
H -0.9680 2.9657 0.8862
H 0.2943 3.4110 -0.3282
H 2.2326 0.2290 -0.7435
H 2.1057 1.7403 -0.7014

Calculated values
ΔE to the lowest compared entry with this formula, charge and spin	107.4	kJ/mol
HOMO	-15.05	eV
net charge	+1
structure (SMILES)	CC#[N+][PH2](C)N
multiplicity	1
HOMO-LUMO gap	12.1	eV
energy	-15534.4762	eV
molar mass	105.1	g mol⁻¹

This record from the OMol25 dataset describes a 2-piece molecular cluster, C3H10N2S overall in a non-equilibrium geometry. The level of theory is the ωB97M-V functional and the def2-TZVPD basis.

Atoms and positions in Å:
H -2.5930 1.7529 -0.5677
N -1.6189 1.5737 -0.3031
C -1.0456 2.6147 -0.7807
N -0.4691 3.5920 0.0910
H -1.1630 2.9966 -1.8424
H -0.9550 3.6121 0.9842
H -0.4404 4.5318 -0.2857
C 1.9353 -0.8749 0.6568
C 0.6939 -1.0735 0.0429
S 0.2093 -2.9147 0.1488
H 2.7186 -1.3486 0.0604
H 2.0238 -1.2760 1.7289
H 2.2680 0.2353 0.7611
H 0.7906 -0.8119 -0.9381
H -0.0928 -0.4362 0.4259
H -0.7907 -2.7774 -0.7362

Calculated values
ΔE to the lowest compared entry with this formula, charge and spin	221.9	kJ/mol
HOMO	-8.71	eV
net charge	0
structure (SMILES)	[H]/N=C/N.CCS
multiplicity	1
HOMO-LUMO gap	9.3	eV
energy	-17086.3050	eV
molar mass	106.2	g mol⁻¹

This record from the OMol25 dataset describes a 2-piece molecular cluster, C3H10N2S overall in a non-equilibrium geometry. The level of theory is the ωB97M-V functional and the def2-TZVPD basis.

Atoms and positions in Å:
C 1.6738 -1.4433 -2.5592
C 1.6740 -1.1274 -1.0777
S 1.0925 0.5422 -0.6423
H 2.4114 -0.8610 -3.1012
H 0.6989 -1.1959 -2.9752
H 2.0104 -2.4654 -2.6955
H 2.6611 -1.2395 -0.6291
H 0.9393 -1.7326 -0.5332
N -2.1892 2.2629 2.2571
C -2.2723 1.0046 1.7873
N -1.2526 0.2192 1.6634
H -1.2610 2.5194 2.5658
H -2.8307 3.0179 2.0957
H -3.2929 0.6200 1.7520
H -1.6754 -0.6938 1.4878
H 1.6127 0.5728 0.6044

Calculated values
ΔE to the lowest compared entry with this formula, charge and spin	140.2	kJ/mol
HOMO (spin up / spin down)	-13.40 / -13.02	eV
net charge	+1
multiplicity	2
HOMO-LUMO gap (spin up / spin down)	10.1 / 4.8	eV
energy	-17079.7044	eV
molar mass	106.2	g mol⁻¹
expectation value of S²	0.75

This record from the OMol25 dataset describes a 2-piece molecular cluster, C3H10N2S overall in a non-equilibrium geometry. The level of theory is the ωB97M-V functional and the def2-TZVPD basis.

Atoms and positions in Å:
C -1.9558 1.4914 -0.5226
S -1.5707 -0.2660 -0.4167
C -0.9848 -0.5799 1.2345
H -2.5020 1.7804 0.3682
H -1.0097 2.0268 -0.6083
H -2.5769 1.5534 -1.4118
H -1.7068 -0.1569 1.9353
H -0.0461 -0.0013 1.2904
H -0.8360 -1.6306 1.4591
N 1.9793 -1.3256 -0.1275
C 2.2094 -0.0317 -0.3716
N 2.1787 0.8340 0.5564
H 1.4039 -1.8561 -0.7675
H 1.8699 -1.6216 0.8306
H 2.4908 0.2316 -1.3960
H 2.9098 1.5359 0.5224

Calculated values
ΔE to the lowest compared entry with this formula, charge and spin	163.4	kJ/mol
HOMO (spin up / spin down)	-12.72 / -12.66	eV
net charge	+1
multiplicity	2
HOMO-LUMO gap (spin up / spin down)	9.6 / 4.4	eV
energy	-17079.4642	eV
molar mass	106.2	g mol⁻¹
expectation value of S²	0.75

This record from the OMol25 dataset describes a 2-piece molecular cluster, C3H10N2S2 overall in a non-equilibrium geometry. The level of theory is the ωB97M-V functional and the def2-TZVPD basis.

Atoms and positions in Å:
H 0.1789 4.1201 -0.0199
N 0.0986 3.1113 -0.1492
C 1.0715 2.6716 -0.8853
N 1.3138 1.2702 -0.8736
H 1.7770 3.3199 -1.4316
H 0.7858 0.7811 -0.1040
H 2.2877 1.0279 -0.8890
C -0.6035 -2.0117 1.8665
C -0.7586 -2.0778 0.3315
S -1.7512 -0.6115 -0.1309
S -1.4038 -0.6623 -2.1517
H -1.5622 -2.2383 2.3644
H -0.2544 -1.0426 2.2554
H 0.0926 -2.8028 2.1891
H -1.2970 -2.9258 -0.1029
H 0.2341 -2.0000 -0.1528
H -0.2095 0.0707 -2.1161

Calculated values
ΔE to the lowest compared entry with this formula, charge and spin	46.4	kJ/mol
HOMO	-8.82	eV
net charge	0
structure (SMILES)	[H]/N=C/N.CCSS
multiplicity	1
HOMO-LUMO gap	9.6	eV
energy	-27923.4637	eV
molar mass	138.3	g mol⁻¹